48
Properties=species:S:1:pos:R:3:nbo_charge:R:1 method="wB97M-V/def2-TZVPD" lumo_energy_ha=0.17205 e_homo_ev=2.378 total_charge=-2 fmax_ev_per_a=4.516 homo_lumo_gap_ev=2.3
H 2.20 -1.45 2.44 0.2262
H -1.86 0.18 2.41 0.2280
C -3.54 2.45 -0.46 -0.3379
C 1.31 -3.45 0.01 -0.6217
H -4.54 2.12 -0.77 0.1937
C -3.29 3.78 -0.20 0.3991
C 2.54 -0.06 -0.99 -0.3086
H -2.67 0.47 -0.51 0.2123
C -1.24 1.96 0.09 -0.3313
H -0.40 -2.09 2.23 0.2313
C 1.46 0.68 2.67 -0.3301
C 2.27 2.05 -0.10 -0.3721
O -0.35 -1.00 -0.44 -0.8112
H -1.45 -3.89 -0.12 0.1686
H 3.70 0.56 0.81 0.2110
C 0.94 -2.78 -2.47 -0.6252
H 2.41 2.94 0.52 0.2085
C 0.42 -3.41 -1.19 -0.4366
H -0.02 3.64 0.70 0.1875
H 2.20 -2.79 0.11 0.1559
C -0.77 0.11 2.45 -0.3376
C -0.01 -1.08 2.32 -0.3029
H 0.97 -3.63 -3.16 0.1674
H 1.14 0.26 -2.72 0.2323
F -4.30 4.69 -0.36 -0.3858
C 1.60 0.64 -1.81 -0.3489
H 2.37 1.23 2.87 0.2084
H -2.13 -1.71 0.31 0.1220
C -2.48 1.53 -0.31 -0.2324
H 1.98 -2.41 -2.47 0.1718
C -1.10 -3.30 -0.98 -0.4312
H -0.15 2.24 2.84 0.2205
C 0.13 1.20 2.67 -0.3370
C 1.44 1.95 -1.27 -0.3065
C -2.04 4.24 0.21 -0.3504
H -1.87 5.30 0.40 0.1894
H 0.80 2.73 -1.67 0.2256
H 0.31 -1.98 -2.95 0.1516
H -2.13 -1.33 -1.49 0.1279
H 1.74 -4.46 -0.03 0.1616
C 2.95 0.80 0.05 -0.3442
H 0.79 -3.39 0.99 0.1689
C -1.00 3.29 0.36 -0.2241
Sc 0.50 0.30 0.35 1.2541
H -1.68 -3.56 -1.91 0.1616
H 2.97 -1.05 -1.21 0.2250
C 1.37 -0.74 2.44 -0.3654
C -1.50 -1.77 -0.65 -0.0691

8
Properties=species:S:1:pos:R:3:nbo_charge:R:1 method="wB97M-V/def2-TZVPD" lumo_energy_ha=-0.06800 e_homo_ev=-8.089 fmax_ev_per_a=2.512 homo_lumo_gap_ev=6.2
Si 1.02 -0.35 -0.91 -0.0063
H -2.24 0.10 -1.20 -0.1261
Si -1.19 -0.23 -0.12 0.3486
Si -0.31 0.17 1.87 -0.1508
H -1.14 0.87 2.94 -0.1113
H 1.03 0.94 -1.62 -0.1496
H 0.90 -1.21 -2.41 -0.1040
Si 1.93 -0.28 1.46 0.2994

25
Properties=species:S:1:pos:R:3:nbo_charge:R:1 method="wB97M-V/def2-TZVPD" lumo_energy_ha=-0.11506 e_homo_ev=-12.720 total_charge=+1 smiles=CCN(C)C[C@H](C)[NH3+] fmax_ev_per_a=4.964 homo_lumo_gap_ev=9.6
H 0.11 0.40 2.87 0.4424
H -0.77 0.91 -2.61 0.2259
H 0.45 -0.40 -2.86 0.1935
C -1.92 -0.19 2.27 -0.7170
H 2.14 1.34 -2.90 0.2178
H 0.78 2.32 -3.21 0.2269
H -2.52 -0.81 2.90 0.2676
H -0.59 -1.88 1.83 0.2463
C 0.17 0.45 -2.27 -0.2366
H 0.81 -1.83 -0.09 0.1853
H -1.71 0.19 -0.19 0.2166
H 1.24 -0.56 2.18 0.4209
H 1.97 -1.11 -1.36 0.2376
H 0.81 0.71 1.31 0.4605
H -1.85 0.76 2.85 0.2475
N 0.53 0.05 2.03 -0.7013
C 1.29 -0.94 -0.47 -0.4303
N 0.22 0.08 -0.86 -0.4679
H 1.93 -0.56 0.33 0.1593
H -1.26 -1.55 -0.54 0.2219
C 1.17 1.61 -2.52 -0.6139
H -2.66 0.12 1.45 0.2556
C -0.81 -0.75 1.47 -0.0081
C -0.95 -0.58 -0.08 -0.2597
H 1.43 2.20 -1.53 0.2095

10
Properties=species:S:1:pos:R:3:nbo_charge:R:1 method="wB97M-V/def2-TZVPD" lumo_energy_ha=-0.03530 e_homo_ev=-10.363 smiles="C#CCS(=O)(=O)Cl" fmax_ev_per_a=4.211 homo_lumo_gap_ev=9.4
Cl -3.38 -1.38 -0.38 -0.2102
O -3.06 1.46 -0.47 -0.8886
C -0.45 0.38 -0.63 -0.5570
O -2.26 0.30 1.60 -0.8712
S -2.39 0.34 0.20 1.9805
H 1.23 -0.73 2.35 0.2433
H -0.39 -0.35 -1.49 0.2596
C 0.29 -0.15 0.40 -0.0799
C 0.80 -0.53 1.40 -0.1427
H -0.19 1.38 -0.95 0.2663

6
Properties=species:S:1:pos:R:3:lowdin_spin:R:1 method="wB97M-V/def2-TZVPD" lumo_energy_ha="0.02357 / -0.07263" e_homo_ev="-7.748 / -10.395" spin_multiplicity=3 s2=2.0099 fmax_ev_per_a=3.145 homo_lumo_gap_ev="8.4 / 8.4"
O 0.88 1.48 -0.26 0.1882
N -1.06 -0.79 -0.25 0.7962
Cl -1.75 0.04 -1.51 0.2060
H -0.20 -1.25 -0.52 0.0184
C 0.69 0.63 0.52 0.4715
Br 1.44 -0.11 2.03 0.3197

10
Properties=species:S:1:pos:R:3:nbo_charge:R:1 method="wB97M-V/def2-TZVPD" lumo_energy_ha=0.00250 e_homo_ev=-10.487 fmax_ev_per_a=4.464 homo_lumo_gap_ev=10.6
H -0.04 -1.17 -0.85 0.2188
H 1.77 0.90 -0.49 0.1298
O -1.28 0.55 -1.03 -0.6908
N -1.54 -1.15 1.85 -0.2539
H -1.11 0.72 -2.05 0.5069
F 1.85 -0.62 0.67 -0.3697
C -0.53 -0.34 -0.35 0.0136
C -1.23 -0.74 0.84 0.2226
C 1.11 0.47 0.22 0.5446
F 1.01 1.38 1.19 -0.3219

95
Properties=species:S:1:pos:R:3:lowdin_spin:R:1 method="wB97M-V/def2-TZVPD" lumo_energy_ha="-0.01809 / -0.05844" e_homo_ev="-6.612 / -6.470" spin_multiplicity=6 s2=8.7637 fmax_ev_per_a=2.288 homo_lumo_gap_ev="6.1 / 4.9"
C 2.73 2.17 -1.54 0.0181
H -4.62 0.84 -0.78 0.0009
H 5.83 1.61 5.13 0.0004
C 4.40 1.60 -4.90 0.0033
C -1.55 1.51 4.08 0.0045
H 0.59 -2.39 1.55 0.0024
H 4.86 0.98 0.46 0.0005
H -3.78 -4.73 -0.27 0.0002
H 4.53 0.74 5.96 0.0000
H 6.13 1.00 2.57 0.0002
H -3.83 3.41 -0.41 0.0084
C 3.47 -0.15 -1.66 0.0171
N -1.72 -1.50 0.24 0.0970
H -5.39 -3.92 1.49 0.0002
C 0.13 -1.37 3.42 0.0274
H -0.32 2.75 -2.75 0.0007
C -0.09 -2.11 -1.44 0.0145
C 3.02 0.51 3.81 0.0029
H -1.88 0.51 4.38 0.0001
H 2.52 0.42 4.77 0.0002
C 0.32 2.94 3.23 0.0111
C 3.57 -1.53 -1.07 0.0025
H -1.82 2.21 4.88 0.0001
H 5.25 0.96 -5.12 0.0003
C 3.89 1.37 -3.51 0.0178
C -2.08 -3.59 -0.87 0.0028
C 4.40 0.69 3.81 0.0079
C 0.44 -1.51 4.91 0.0074
C -4.71 -0.76 -2.19 0.0002
C 5.05 0.85 2.58 -0.0012
C -3.20 -3.83 -0.14 0.0018
C -3.06 2.91 0.19 0.0527
H 0.03 -2.45 5.27 0.0017
C -2.76 -1.09 -3.54 -0.0012
C -4.79 -3.02 1.61 0.0001
H 3.62 1.38 -5.64 0.0013
C 2.28 0.46 2.65 0.0245
C 0.84 -2.45 2.61 0.0038
H 1.09 2.99 -0.41 0.0131
C -0.05 1.58 3.80 0.0294
H -0.95 -1.48 3.27 0.0010
H -2.54 3.68 0.77 0.0004
H -1.12 0.23 -3.17 0.0008
C -1.09 3.21 -2.13 0.0429
C -3.26 -0.71 1.88 0.0149
H 0.01 -0.71 5.51 0.0004
H 2.68 3.54 0.12 0.0009
H -0.64 4.06 -1.61 -0.0001
H 0.54 -3.44 2.96 0.0000
H 4.46 -0.69 -3.46 -0.0005
H 1.39 3.03 3.05 0.0003
H 3.98 -2.22 -1.80 0.0000
O 0.49 -1.00 -1.17 0.1552
H -3.56 2.25 0.90 0.0004
C 5.19 0.73 5.09 0.0014
C 2.09 3.28 -0.77 0.0098
H -1.88 3.60 -2.79 0.0068
C -2.85 -1.70 0.97 0.0108
O 0.30 -2.96 -2.24 0.0300
C 2.84 0.89 -0.97 0.0103
C 3.27 2.39 -2.80 -0.0023
H -2.11 1.80 3.19 0.0027
H 1.98 4.18 -1.38 0.0002
H -2.66 0.19 1.94 0.0156
H -1.71 -4.27 -1.63 0.0008
H -2.23 -1.64 -4.31 -0.0003
H 5.83 -0.15 5.17 0.0004
H 4.70 2.64 -5.04 0.0003
H 0.50 1.42 4.73 0.0034
C -3.63 -2.87 0.82 0.0022
H -4.71 -0.10 3.31 0.0002
Si -1.82 1.98 -0.90 0.2478
H 3.19 3.38 -3.24 -0.0006
N 2.21 0.69 0.28 0.1986
H 1.92 -2.37 2.71 0.0002
C 2.94 0.64 1.39 0.0146
P 0.46 0.27 2.61 0.1495
C 4.36 0.83 1.40 0.0108
H 1.52 -1.54 5.09 0.0001
H -0.20 3.11 2.28 0.0103
H -4.53 -2.30 -3.67 0.0011
H -5.72 -1.05 -1.90 -0.0002
Ru -0.24 0.41 0.30 3.5824
H 0.02 3.73 3.92 0.0001
H 2.58 -1.89 -0.79 0.0004
C -1.36 -2.40 -0.65 0.0113
C -4.40 -0.87 2.62 0.0010
C -4.05 -1.47 -3.18 0.0166
C -2.79 0.68 -1.89 0.0412
C -4.09 0.31 -1.55 0.0164
H -6.07 -2.17 3.08 0.0001
C -2.14 -0.03 -2.90 0.0159
C 3.98 0.11 -2.92 -0.0024
C -5.17 -2.05 2.49 0.0000
H 4.21 -1.54 -0.19 0.0009

12
Properties=species:S:1:pos:R:3:nbo_charge:R:1 method="wB97M-V/def2-TZVPD" lumo_energy_ha=0.03196 e_homo_ev=-8.697 smiles=Cc1ocnc1O fmax_ev_per_a=2.681 homo_lumo_gap_ev=9.6
H -1.89 -0.95 1.15 0.2226
C -0.43 -0.08 -0.19 0.1518
O 0.60 -1.24 -0.48 -0.4486
H -2.67 -0.07 -0.18 0.2377
C 1.73 -0.69 -0.11 0.3786
C 0.38 0.98 0.05 0.3834
O 0.27 2.32 0.00 -0.6505
H 2.71 -1.17 -0.09 0.1956
H 1.20 2.62 0.02 0.5000
C -1.78 -0.67 0.08 -0.6635
H -1.78 -1.57 -0.52 0.2410
N 1.66 0.53 0.26 -0.5480